# 1
DFT (the ωB97M-V functional and the def2-TZVPD basis) results for a 12-piece molecular cluster, C48H66Br6O3 overall in a non-equilibrium geometry.

Geometry as XYZ:
```
123
Properties=species:S:1:pos:R:3:forces:R:3:lowdin_charge:R:1
Br -2.674665 -7.373078 3.118317 0.91 1.20 -0.35 0.57
Br 0.791717 -4.505418 1.670227 -0.40 -0.70 0.04 0.71
Br 3.550425 -2.757162 -3.690484 -0.87 0.61 0.46 0.60
Br 2.932459 3.616516 0.595053 0.21 0.03 0.35 0.68
Br 5.832244 5.351277 1.743721 0.11 0.02 -0.09 0.63
Br 1.046209 -0.386917 -4.753119 -0.25 0.13 -0.01 0.60
O -3.830831 -3.880091 -1.710249 -0.05 -0.95 -1.81 -0.07
O -0.908474 -3.895179 -1.715817 -0.26 0.61 1.39 -0.13
O 3.064612 -2.278437 4.023717 -0.53 0.25 -0.48 -0.07
C 6.837721 -0.414024 -2.607407 -0.50 0.42 -0.17 -0.09
C -5.869320 0.939959 1.000652 -1.05 -1.05 0.73 -0.09
C -4.672675 1.651025 0.956809 -2.05 -0.50 -1.16 -0.12
C 0.847998 -1.624286 -3.232792 0.50 -0.43 -0.57 -0.64
C 7.775189 -0.567128 -1.626541 0.63 -0.45 1.05 -0.08
C 0.378368 4.341810 3.595190 0.23 1.82 1.02 -0.10
C 0.598177 -1.124899 0.481349 1.23 0.36 0.25 -0.09
C -6.299792 0.235894 2.158075 2.12 1.20 -0.07 -0.07
C 1.598326 4.561339 -4.328790 0.44 0.38 1.38 -0.01
C -0.535559 3.320924 -2.981326 -0.62 0.10 -0.26 -0.02
C 0.090409 3.076597 3.189214 -0.27 -1.80 0.49 -0.11
C -0.398394 3.223691 -4.337617 -1.92 -2.01 0.43 -0.02
C 5.402678 0.614893 -0.978244 -1.60 -0.24 -1.50 -0.11
C 4.892093 -0.778614 3.962453 1.16 0.22 0.65 -0.10
C -4.146295 0.946133 3.159438 -1.79 -0.85 0.47 -0.07
C -1.473679 -5.805981 2.738209 0.13 0.49 -0.21 -0.69
C -1.212463 2.850703 5.212332 0.21 -2.64 -0.82 -0.10
C 7.453425 -0.291860 -0.294120 1.95 0.17 -0.35 -0.08
C -0.908041 4.100376 5.591291 -0.19 1.86 1.40 -0.12
C 3.480008 -1.021179 3.515738 0.69 0.53 0.30 -0.34
C -1.540141 -0.350387 -0.192062 -0.74 -0.10 -0.60 -0.09
C -5.168813 2.905372 -3.703197 -0.43 -0.38 0.41 -0.08
C 0.551346 -5.540756 -2.279963 0.01 -1.46 1.07 -0.07
C -0.301578 -6.148181 1.855528 0.39 -0.64 0.31 -0.64
C -3.840596 2.642207 -4.008198 -0.27 -1.86 0.86 -0.10
C -5.363672 0.741566 -2.666912 -1.60 -0.13 -0.25 -0.11
C -5.982877 1.934270 -3.056424 1.79 0.56 -0.29 -0.05
C -0.137130 4.888430 4.798848 1.15 0.03 -2.16 -0.07
C 5.682126 3.435395 1.458558 -0.80 0.14 -0.07 -0.70
C -4.829489 -2.694657 0.029921 0.33 -0.11 1.13 -0.06
C 2.195126 -1.775149 -2.596723 1.20 0.21 1.08 -0.68
C -0.693330 -1.381963 0.078034 -0.14 -0.89 0.35 -0.09
C 1.527150 4.642817 -2.951568 0.38 0.56 -1.43 0.04
C -0.681761 2.280509 4.040474 -1.33 0.85 0.66 -0.07
C 0.432146 4.014309 -2.287751 -0.22 0.28 0.93 0.05
C -0.924083 -5.274302 -2.045463 0.59 1.22 -2.17 -0.29
C 4.270689 2.978105 1.868497 1.00 -0.47 0.22 -0.65
C 0.653807 3.797012 -4.995797 2.90 1.73 -1.43 0.03
C -4.104881 -3.988167 -0.370472 -0.29 1.17 2.04 -0.33
C -3.833073 1.645827 2.019879 1.41 0.44 0.45 -0.12
C 6.287236 0.312016 0.006993 -0.70 0.59 0.91 -0.13
C 5.615954 0.186416 -2.292879 0.62 0.03 0.05 -0.09
C -1.054900 0.918483 -0.224804 -0.47 1.01 -0.20 -0.10
C 0.246615 1.203575 0.135150 -0.02 0.41 0.01 -0.13
C -5.401922 0.282089 3.234908 0.58 -0.05 -0.34 -0.08
C 1.101296 0.189333 0.530056 -0.93 -0.37 -0.17 -0.06
C -4.094729 0.386918 -3.056626 0.93 1.03 -0.03 -0.09
C -3.336192 1.335600 -3.733193 0.05 1.43 -0.13 -0.09
H 0.557490 -2.582266 -3.664030 -0.38 0.30 0.06 0.04
H -1.083569 -2.383671 -0.025407 0.42 -0.14 0.38 0.08
H -2.003426 -4.966758 2.287474 -0.63 -0.40 0.12 0.03
H -1.056064 2.623688 -4.949067 -0.43 0.06 0.19 0.11
H 8.771899 -0.894357 -1.883266 0.04 -0.22 0.06 0.11
H 1.005336 -5.646606 -1.294677 0.32 0.35 0.09 0.05
H -1.775822 1.659413 -0.537367 0.15 0.56 0.16 0.09
H 0.095655 5.926017 4.987619 -0.01 -0.03 0.41 0.10
H 5.625094 -1.429478 3.485829 -0.16 -0.03 -0.30 0.08
H 4.496949 1.125405 -0.685949 -0.30 0.15 -0.26 0.07
H 4.195980 1.890671 1.869824 0.04 -0.04 -0.36 0.03
H 7.100349 -0.692396 -3.617321 -0.22 0.02 -0.14 0.11
H -1.271846 4.485288 6.532499 -0.16 0.06 0.08 0.11
H 5.850588 3.236894 0.400101 0.08 0.07 0.15 0.04
H -3.628623 -0.518942 -2.698091 -0.12 -0.26 -0.25 0.10
H 5.022231 -0.979941 5.025758 -0.32 -0.09 0.16 0.08
H -4.646607 -4.229348 -2.076490 0.22 0.13 -1.07 0.11
H -1.479671 -5.914693 -1.360387 0.35 -0.02 0.29 0.11
H -4.680372 -4.876172 -0.109036 -0.37 -0.04 -0.17 0.12
H 0.497996 2.614671 2.302146 0.08 0.28 -0.12 0.05
H 2.238216 5.295141 -2.466534 -0.02 -0.25 0.53 0.13
H -2.302894 1.145102 -3.983000 0.14 -0.36 0.00 0.07
H -4.331987 -1.773675 -0.274019 0.38 -0.26 -0.42 0.04
H -5.622711 -0.276868 4.132246 -0.10 0.06 0.17 0.10
H -5.836153 -2.637720 -0.384195 -0.08 -0.22 0.15 0.08
H -1.070546 1.297793 3.817986 0.53 -0.25 -0.43 0.09
H 6.062958 0.643835 1.009994 0.11 -0.15 0.24 0.09
H -1.442224 -5.242063 -3.003890 -0.27 -0.97 -0.18 0.11
H -3.195438 3.445549 -4.331938 -0.01 -0.06 -0.42 0.08
H 4.947044 0.337232 -3.127261 -0.45 0.21 0.26 0.09
H 3.455549 -0.935992 2.429350 -0.38 -0.59 -0.16 0.09
H -4.838291 -2.592957 1.115129 -0.53 -0.13 0.17 0.07
H -5.941585 0.017794 -2.111420 -0.11 -0.05 0.15 0.10
H -1.805055 2.245677 5.882543 -0.17 -0.18 -0.09 0.10
H 2.229284 -2.264809 -1.623502 -0.69 -0.72 -0.30 0.05
H -7.228670 -0.305826 2.258677 -0.04 0.05 -0.31 0.10
H 5.236263 0.251139 3.866218 -0.11 0.20 -0.40 0.06
H 6.482712 2.990805 2.049741 -0.31 -0.15 0.06 0.06
H 2.371122 5.115714 -4.840496 0.01 -0.20 -0.20 0.13
H 1.222629 -1.954164 0.779308 0.14 -0.01 -0.04 0.04
H 2.847771 -0.223989 3.906731 -0.25 0.09 -0.03 0.11
H 0.751743 -6.510608 -2.735297 -0.13 0.10 -0.42 0.08
H 2.074226 0.493857 0.886535 0.24 -0.48 0.02 0.08
H 8.184944 -0.311873 0.500167 0.30 -0.57 -0.10 0.11
H 4.033109 3.262914 2.893452 -0.28 0.49 -0.30 0.07
H 0.568390 2.232703 0.196496 0.11 0.02 -0.14 0.01
H 0.849990 3.760021 -6.057187 -0.69 -0.50 -0.25 0.14
H -1.012822 -5.414491 3.645102 -0.59 -0.41 0.38 0.05
H 1.055927 4.979128 3.046442 -0.02 -0.01 -0.38 0.08
H -4.502419 2.217861 0.053420 0.42 0.04 -0.08 0.10
H -3.175512 -4.162305 0.171783 0.29 0.46 0.17 0.09
H 1.054172 -4.735056 -2.814853 -0.27 -0.12 -0.08 0.05
H -3.528950 0.889332 4.043775 0.30 0.19 -0.14 0.09
H -0.519998 -6.551224 0.866615 -0.10 0.31 0.09 0.05
H 2.632096 -0.827460 -2.282005 0.15 0.27 -0.74 0.03
H 0.073490 -1.194992 -2.597221 0.26 -0.20 0.11 0.05
H 2.633115 -2.033534 4.845576 -0.12 -0.53 0.17 0.09
H -6.504995 0.847449 0.132463 -0.01 0.39 -0.22 0.08
H -2.583119 -0.509755 -0.422712 -0.04 -0.15 -0.08 0.09
H -1.786680 -3.669902 -1.400194 -0.25 0.15 -0.33 0.03
H 0.299804 -6.868833 2.409696 0.29 0.09 -0.35 0.06
H 0.279942 4.161284 -1.228680 0.23 0.01 0.18 0.12
H -7.000613 2.161685 -2.775553 -0.02 -0.04 -0.05 0.10
H -1.428860 2.979242 -2.479649 0.13 -0.35 0.01 0.11
H -2.907648 2.187103 1.889513 0.25 0.05 0.46 0.09
H -5.527082 3.898739 -3.929606 -0.37 0.01 0.06 0.10
```
Forces are in eV/Å.

Computed properties:
E_LUMO (spin up / spin down) = -3.76 / -8.24 eV
⟨S²⟩ = 0.767
Charge = +1
HOMO (spin up / spin down) = -11.012 / -11.012 eV
Orbital gap (spin up / spin down) = 0.26637 / 0.10181 Ha
Multiplicity = 2

# 2
DFT (the ωB97M-V functional and the def2-TZVPD basis) results for a 2-piece molecular cluster, C4H14N2 overall in a non-equilibrium geometry.

Geometry as XYZ:
```
20
Properties=species:S:1:pos:R:3:forces:R:3:nbo_charge:R:1
N 0.870448 0.685077 -3.302565 -0.91 -1.20 0.79 -0.82
N -1.623126 -0.814991 1.665921 1.61 -2.69 0.78 -0.85
C 0.650186 -0.822972 -1.299941 -0.94 0.60 0.04 -0.63
C 0.025884 0.899493 1.998050 2.48 -1.26 3.13 -0.61
C 0.553204 0.626545 -1.805462 1.20 -0.81 -1.64 -0.22
C -0.561293 -0.407641 2.619507 1.35 1.44 -1.29 -0.23
H -0.390483 1.058697 -1.661871 -1.48 0.48 0.25 0.19
H 1.642599 -1.114796 -1.632524 -0.01 -0.76 0.25 0.20
H 0.538775 -0.871395 -0.198578 0.17 -0.22 -0.66 0.21
H 1.848585 0.452910 -3.336876 0.58 0.12 -0.29 0.34
H 0.442307 -0.162557 -3.770420 0.30 1.32 0.78 0.34
H 0.316314 -1.073807 2.696702 -0.87 -0.40 -0.20 0.18
H -0.834959 -0.120601 3.650563 -0.46 -0.61 -0.33 0.17
H -1.675077 -1.879098 1.654737 -0.43 1.97 0.12 0.36
H 0.485712 0.669500 1.013265 -1.07 0.97 0.49 0.22
H 0.927842 1.096819 2.720874 -1.26 0.12 -1.35 0.18
H -0.174981 -1.448716 -1.758370 1.10 0.57 0.42 0.21
H -0.691361 1.664827 2.275157 0.04 0.56 -1.34 0.21
H -2.448056 -0.423745 2.042428 -1.40 0.01 0.10 0.36
H 1.273635 1.288804 -1.311512 -0.01 -0.23 -0.05 0.18
```
Forces are in eV/Å.

Computed properties:
E_LUMO = 0.98 eV
HOMO = -9.346 eV
Orbital gap = 0.37957 Ha
Structure (SMILES) = CCN.CCN
Relative energy (zero: lowest compared OMol25 entry of this formula, charge and spin) = 112.5 kJ/mol

# 3
DFT (the ωB97M-V functional and the def2-TZVPD basis) results for C20H21NO5S as an isolated structure in a non-equilibrium geometry.

Geometry as XYZ:
```
48
Properties=species:S:1:pos:R:3:forces:R:3:nbo_charge:R:1
S 1.999626 -2.234423 0.440481 -2.11 13.06 8.44 2.32
O 2.113671 -3.123330 -0.525882 0.92 -8.51 -7.09 -0.91
O 1.970996 -2.324669 1.886996 0.64 -1.50 -1.26 -0.90
O 5.318968 3.297937 0.530101 -2.70 -2.60 1.02 -0.65
O -2.675349 2.161657 -1.634030 0.66 1.56 0.09 -0.51
O 3.395016 2.954360 1.464377 -7.13 -10.67 -0.13 -0.59
N 0.557686 -1.148769 0.178561 8.01 -0.07 -6.59 -0.65
C -1.891548 -0.302565 -0.939701 -1.25 7.58 4.15 -0.36
C 4.201015 1.280770 0.278862 5.79 -5.16 -7.70 -0.17
C -2.954778 1.229650 -0.974779 3.55 -6.36 -2.65 0.69
C -6.902203 0.553401 0.815980 12.50 3.28 -4.99 -0.20
C -1.553619 -0.214434 0.696668 -2.89 -3.73 -0.40 -0.42
C 3.256275 0.299309 0.389517 -2.76 5.62 6.67 -0.22
C -0.655341 0.076591 -1.597981 2.45 1.92 -3.65 -0.41
C -4.199644 0.820457 -0.450436 3.65 5.68 -1.89 -0.29
C -4.970307 1.830197 -0.321728 -6.64 9.30 4.63 -0.11
C 5.190107 -0.425462 -1.179361 10.79 4.21 -5.96 -0.25
C 3.248857 -0.903673 0.026325 0.76 -7.01 -6.72 -0.27
C -4.664364 -0.297930 -0.169747 -6.86 -8.66 3.53 -0.21
C -6.664176 -1.823143 0.754633 4.73 -2.71 -4.85 -0.63
C 4.235284 -1.182634 -1.243387 -10.12 -8.85 6.63 -0.16
C -6.319553 1.832467 0.420098 1.12 -0.69 -1.69 -0.17
C -5.945891 -0.495382 0.387983 -4.03 0.53 2.82 0.05
C 5.287122 0.902516 -0.737015 -1.50 2.15 2.87 -0.06
C 0.349652 -1.116311 -1.387081 6.00 14.41 3.82 -0.22
C 4.322406 2.516343 0.807742 7.99 5.75 -3.00 0.73
C -0.571391 -1.448012 0.687868 -2.69 3.78 11.63 -0.20
H -7.827492 0.632940 0.946219 -7.67 -0.76 2.02 0.20
H -7.114153 -1.958596 1.657772 -1.49 0.53 2.39 0.22
H 3.455227 3.717883 1.737055 1.45 12.53 4.28 0.48
H -5.877403 -2.713816 0.740723 -1.23 1.62 0.07 0.20
H -2.568244 -0.572087 1.268453 2.40 0.66 -1.32 0.21
H 6.019564 -0.963700 -2.063107 -1.46 2.48 2.70 0.20
H -0.016758 -1.914458 -1.506714 -4.73 -11.29 -3.25 0.15
H -0.168643 -1.624221 2.014494 -1.58 0.29 -3.26 0.17
H -4.390034 -1.238217 -0.428709 2.22 -2.53 -0.76 0.22
H 2.573156 0.622128 1.211026 -0.24 -0.67 -0.58 0.24
H 6.109389 1.651687 -1.081890 -1.68 -1.66 0.99 0.28
H -1.117923 -2.253028 0.569585 -2.48 -4.53 -1.60 0.16
H -0.148445 1.287564 -1.225521 -1.66 -4.12 -0.94 0.24
H 4.252235 -2.323360 -1.427872 0.03 2.24 -0.71 0.25
H -7.277908 -2.135779 -0.123250 -0.15 0.39 0.88 0.22
H -0.808924 0.238834 -2.839372 0.39 -0.46 3.28 0.22
H -1.279354 0.696056 1.279492 0.37 -0.43 -1.39 0.24
H 1.307845 -0.730768 -1.835326 -0.84 -1.47 0.14 0.22
H -4.512024 2.918120 -0.405932 -1.20 -2.38 -0.33 0.22
H -6.883048 2.842654 0.474283 1.04 -1.90 0.06 0.22
H -2.421403 -1.181171 -1.177582 -0.40 -0.89 -0.39 0.22
```
Forces are in eV/Å.

Computed properties:
E_LUMO = -0.92 eV
HOMO = -8.385 eV
Orbital gap = 0.27421 Ha
Relative energy (zero: lowest compared OMol25 entry of this formula, charge and spin) = 1893.4 kJ/mol

# 4
DFT (the ωB97M-V functional and the def2-TZVPD basis) results for an isolated molecule of C13H15N3O3 in a non-equilibrium geometry.

Geometry as XYZ:
```
34
Properties=species:S:1:pos:R:3:forces:R:3:nbo_charge:R:1
O -5.456189 3.248400 0.707865 4.93 -3.03 -3.92 -0.61
O -0.439286 1.657282 0.611612 -3.10 -0.97 -3.14 -0.71
O -4.960005 1.912150 -1.164632 -3.71 2.09 3.52 -0.70
N 2.851504 -0.360754 1.968699 2.37 0.89 2.31 -0.56
N -2.340402 1.761485 -0.641000 -2.77 -0.54 -3.64 -0.61
N -1.353864 -0.228413 -2.213925 -2.55 -5.01 -2.10 -0.86
C -0.524645 0.123567 -1.197037 1.54 0.47 2.31 -0.12
C -4.546774 2.661050 -0.038049 -4.00 1.16 2.21 0.77
C -3.014784 2.677755 0.218273 -0.86 2.81 1.01 -0.33
C 2.756217 -2.730745 -0.716713 -1.05 2.72 0.52 -0.18
C 3.617971 -2.886844 1.798035 1.38 0.31 5.57 -0.21
C 3.104583 -1.625670 1.423286 -0.95 0.24 0.74 0.10
C 2.444821 -1.655169 0.244119 0.29 0.38 -5.46 -0.07
C 1.934548 -0.293509 -0.140700 -0.54 -0.06 2.66 -0.12
C 3.623383 -4.002380 1.051936 -0.06 -2.68 1.01 -0.23
C 2.112629 0.451032 1.024712 2.90 -2.34 0.27 0.05
C 3.288907 -3.921627 -0.288661 -1.10 1.92 -1.50 -0.27
C 1.145010 0.198135 -1.318796 -2.31 2.19 -0.30 -0.42
C -1.177623 1.250087 -0.403060 6.71 1.39 4.91 0.65
H -6.066450 2.016378 -0.940245 4.28 -0.49 -1.28 0.52
H 3.366168 -4.574629 -1.105409 0.62 -1.73 -0.27 0.22
H -0.654414 -0.632449 -0.486486 0.00 -1.37 1.45 0.22
H 2.624949 -2.353600 -1.777427 -0.07 -1.36 1.13 0.21
H 2.169367 1.479424 1.311081 -0.90 0.44 -0.39 0.22
H -2.802319 2.599771 1.371165 -0.29 -0.36 -2.45 0.29
H -1.259099 0.298361 -3.026945 0.12 0.35 -1.92 0.36
H 3.739146 -4.979413 1.653627 0.36 1.53 -1.52 0.22
H -1.605187 -1.333104 -2.347224 1.18 4.07 0.10 0.40
H 1.368937 -0.335803 -2.256501 0.12 0.46 0.28 0.22
H -2.751360 1.548554 -1.642649 0.80 0.32 3.02 0.44
H 1.204550 1.360254 -1.392187 0.82 -2.07 -0.23 0.23
H 4.007148 -3.144198 2.907989 -1.02 1.29 -2.42 0.21
H -2.727838 3.789390 -0.034004 -0.36 -1.85 0.49 0.24
H 3.544111 0.038103 2.785949 -2.80 -1.17 -2.96 0.42
```
Forces are in eV/Å.

Computed properties:
E_LUMO = 0.35 eV
HOMO = -7.622 eV
Orbital gap = 0.29306 Ha
Structure (SMILES) = N[C@@H](Cc1c[nH]c2ccccc12)C(=O)NCC(=O)O
Relative energy (zero: lowest compared OMol25 entry of this formula, charge and spin) = 579.5 kJ/mol